Density functional theory data (ωB97M-V/def2-TZVPD) for a cluster of 9 separate species, C51H85BF6N13O14P in total.

The geometry in XYZ format:
```
171
Properties=species:S:1:pos:R:3:lowdin_charge:R:1
C 0.693 -1.490 0.976 -0.271
P -0.253 -0.127 0.207 0.992
C -0.253 1.382 1.240 -0.238
C 0.309 0.277 -1.490 -0.216
C -0.636 0.823 -2.352 -0.152
C -2.052 1.064 -1.861 -0.161
C -2.888 -0.241 -1.678 -0.096
C -3.793 -0.013 -0.484 -0.423
O -4.388 1.038 -0.415 0.070
N -3.922 -1.052 0.481 0.085
C -3.397 -0.709 1.790 -0.259
C -3.578 0.514 2.428 -0.029
C -3.060 0.733 3.701 -0.073
C -2.355 -0.258 4.383 -0.088
C -2.165 -1.476 3.732 -0.092
C -2.677 -1.698 2.458 -0.057
C -0.297 1.174 -3.705 -0.080
C -1.366 1.754 -4.609 -0.052
C -1.937 3.160 -4.245 -0.386
O -2.151 3.962 -5.380 -0.027
C -1.145 3.948 -3.223 -0.192
N -1.812 5.257 -2.986 0.026
C 0.990 0.921 -4.132 -0.026
C 1.411 1.190 -5.554 -0.229
O 0.924 0.573 -6.449 0.179
C 2.458 2.287 -5.962 -0.345
F 3.547 2.332 -5.169 0.128
F 2.900 1.935 -7.184 0.137
C 1.887 3.736 -6.089 -0.343
F 2.403 4.293 -7.204 0.156
F 0.564 3.676 -6.263 0.176
C 2.286 4.676 -4.923 -0.360
F 1.384 5.681 -4.916 0.149
F 2.209 4.068 -3.724 0.139
C 3.666 5.359 -5.083 -0.412
O 3.838 6.256 -5.816 0.219
O 4.661 4.865 -4.287 0.108
C 1.968 0.347 -3.286 -0.151
N 3.203 0.100 -3.813 0.160
C 4.049 -0.423 -2.970 -0.058
C 3.756 -0.684 -1.609 -0.120
B 4.871 -1.302 -0.657 -0.546
N 5.835 -2.230 -1.248 0.164
O 4.877 -0.984 0.672 0.145
N 2.566 -0.451 -1.101 0.175
C 1.636 0.055 -1.960 -0.183
H 0.211 -1.681 1.932 0.018
H 1.735 -1.267 1.180 -0.013
H 0.648 -2.375 0.349 0.041
H 0.484 2.126 0.943 0.043
H -0.213 1.133 2.296 0.038
H -1.228 1.836 1.070 -0.008
H -1.976 1.546 -0.893 0.079
H -2.622 1.683 -2.531 0.080
H -3.518 -0.347 -2.562 0.119
H -2.242 -1.096 -1.535 0.088
H -4.931 -1.255 0.614 0.088
H -4.127 1.308 1.946 0.096
H -3.211 1.672 4.216 0.103
H -1.970 -0.094 5.384 0.065
H -1.627 -2.256 4.256 0.099
H -2.492 -2.662 2.004 0.104
H -2.209 1.062 -4.554 0.109
H -1.056 1.734 -5.645 0.109
H -2.930 2.999 -3.803 0.129
H -2.809 3.510 -5.929 0.042
H -0.175 4.180 -3.652 0.089
H -1.082 3.434 -2.270 0.110
H -2.795 5.194 -3.214 0.056
H -1.699 5.474 -2.005 0.052
H 4.501 5.224 -3.403 0.131
H 5.036 -0.670 -3.338 0.114
H 5.994 -3.033 -0.653 0.058
H 6.715 -1.790 -1.477 0.053
H 3.962 -1.046 0.998 0.066
C -5.508 4.316 -0.276 -0.073
N -4.249 3.883 0.295 0.021
C -3.320 4.629 0.949 -0.551
C -3.598 6.104 1.122 -0.013
O -2.300 4.106 1.371 0.023
H -6.330 3.769 0.189 0.084
H -5.517 4.106 -1.347 0.081
H -5.662 5.380 -0.125 0.069
H -4.004 2.904 0.209 0.083
H -2.767 6.552 1.657 0.080
H -3.695 6.593 0.151 0.080
H -4.511 6.257 1.699 0.082
C -5.562 -0.025 9.144 -0.068
N -4.478 0.263 8.214 0.020
C -3.267 -0.329 8.119 -0.534
C -2.955 -1.443 9.089 -0.010
O -2.463 0.033 7.268 0.001
H -6.458 -0.306 8.590 0.048
H -5.783 0.874 9.723 0.085
H -5.291 -0.827 9.822 0.073
H -4.619 0.994 7.535 0.141
H -1.955 -1.811 8.882 0.080
H -2.990 -1.078 10.116 0.082
H -3.663 -2.264 8.970 0.084
C 5.651 -0.614 5.699 -0.077
N 4.919 -1.071 4.535 0.015
C 3.644 -0.777 4.174 -0.530
C 2.853 0.143 5.073 0.000
O 3.170 -1.248 3.153 0.027
H 6.543 -0.070 5.383 0.083
H 5.964 -1.472 6.298 0.082
H 5.041 0.039 6.313 0.071
H 5.387 -1.686 3.886 0.143
H 1.863 0.276 4.646 0.079
H 2.750 -0.289 6.069 0.086
H 3.337 1.117 5.145 0.086
C -11.852 1.087 8.453 -0.074
N -10.479 0.703 8.724 0.009
C -9.641 -0.027 7.945 -0.533
C -10.169 -0.519 6.620 -0.006
O -8.501 -0.268 8.317 0.018
H -11.936 2.175 8.453 0.084
H -12.505 0.690 9.232 0.083
H -12.181 0.709 7.492 0.071
H -10.064 0.999 9.593 0.140
H -9.384 -1.080 6.122 0.084
H -11.028 -1.174 6.769 0.085
H -10.456 0.320 5.985 0.086
C -5.477 -5.933 0.455 -0.071
N -5.449 -4.485 0.531 0.022
C -6.384 -3.653 1.045 -0.522
C -7.635 -4.262 1.627 -0.004
O -6.195 -2.444 1.028 0.023
H -4.626 -6.345 0.999 0.085
H -5.406 -6.247 -0.587 0.084
H -6.392 -6.330 0.881 0.071
H -4.641 -4.001 0.166 0.140
H -8.271 -3.461 1.992 0.082
H -8.178 -4.822 0.865 0.085
H -7.387 -4.921 2.459 0.086
C -6.340 0.977 -9.166 -0.071
N -5.569 1.933 -8.393 0.016
C -4.739 1.694 -7.352 -0.514
C -4.565 0.264 -6.904 0.007
O -4.158 2.621 -6.803 0.035
H -6.044 1.030 -10.215 0.085
H -7.401 1.217 -9.092 0.084
H -6.181 -0.034 -8.807 0.072
H -5.636 2.909 -8.638 0.144
H -3.873 0.244 -6.068 0.068
H -5.518 -0.155 -6.582 0.088
H -4.153 -0.342 -7.712 0.091
C 11.091 -2.534 -2.282 -0.083
N 9.768 -2.876 -1.788 0.011
C 9.286 -4.090 -1.409 -0.537
C 10.222 -5.268 -1.501 -0.006
O 8.135 -4.205 -1.013 0.025
H 11.543 -1.793 -1.618 0.082
H 10.995 -2.098 -3.280 0.083
H 11.753 -3.401 -2.332 0.038
H 9.091 -2.136 -1.703 0.124
H 9.690 -6.154 -1.168 0.081
H 10.550 -5.418 -2.530 0.088
H 11.094 -5.117 -0.867 0.070
C 16.330 -2.950 -2.966 -0.071
N 15.002 -3.258 -2.468 0.015
C 14.505 -4.462 -2.087 -0.526
C 15.422 -5.657 -2.180 -0.005
O 13.353 -4.559 -1.687 0.011
H 16.809 -2.224 -2.308 0.085
H 16.256 -2.517 -3.965 0.085
H 16.945 -3.841 -3.013 0.072
H 14.341 -2.503 -2.380 0.137
H 14.880 -6.535 -1.843 0.084
H 15.742 -5.816 -3.210 0.086
H 16.296 -5.519 -1.543 0.086
```

Properties
orbital gap: 6.71 eV
structure (SMILES): CP(C)c1c(CCC(=O)Nc2ccccc2)c(C[C@H](O)CN)c(C(=O)C(F)(F)C(F)(F)C(F)(F)C(=O)O)c2ncc(B(N)O)nc12.CNC(C)=O.CNC(C)=O.CNC(C)=O.CNC(C)=O.CNC(C)=O.CNC(C)=O.CNC(C)=O.CNC(C)=O
multiplicity: 1
calculated total energy: -4725.0989 Ha
E_HOMO: -6.53 eV

***

Density functional theory data (ωB97M-V/def2-TZVPD) for a structure of composition C51H90AsF9N6O2.

The geometry in XYZ format:
```
159
Properties=species:S:1:pos:R:3:lowdin_charge:R:1
C 6.896 -5.610 -2.481 -0.078
C 5.490 -5.033 -2.281 -0.229
C 5.132 -3.994 -3.331 -0.132
N 3.663 -3.793 -3.585 -0.264
C 2.929 -3.439 -2.307 -0.099
C 1.424 -3.488 -2.451 -0.167
C 0.921 -4.778 -3.093 -0.160
C 1.606 -5.003 -4.427 -0.151
C 3.121 -4.976 -4.312 -0.110
C 3.594 -2.624 -4.532 0.033
H 6.994 -5.866 -3.545 0.078
H 7.051 -6.498 -1.879 0.080
H 7.709 -4.901 -2.325 0.084
H 5.448 -4.566 -1.291 0.110
H 4.784 -5.865 -2.261 0.107
H 5.584 -4.242 -4.294 0.134
H 5.534 -3.018 -3.053 0.146
H 3.324 -4.175 -1.612 0.120
H 3.257 -2.433 -2.047 0.116
H 1.123 -3.337 -1.409 0.109
H 1.026 -2.599 -2.938 0.081
H 1.043 -5.561 -2.337 0.129
H -0.157 -4.646 -3.207 0.104
H 1.347 -6.000 -4.789 0.129
H 1.201 -4.284 -5.142 0.102
H 3.393 -5.869 -3.746 0.132
H 3.644 -5.074 -5.261 0.141
H 3.942 -1.724 -4.027 0.103
H 2.533 -2.431 -4.701 0.101
H 4.118 -2.878 -5.444 0.115
C -0.502 0.909 -4.896 -0.078
C -1.877 1.414 -4.468 -0.223
C -1.847 2.210 -3.189 -0.110
N -3.225 2.673 -2.780 -0.275
C -4.174 1.596 -2.359 -0.107
C -3.674 0.806 -1.174 -0.148
C -3.392 1.702 0.033 -0.162
C -2.516 2.892 -0.333 -0.160
C -3.036 3.585 -1.586 -0.105
C -3.875 3.472 -3.857 0.021
H 0.198 1.754 -4.849 0.085
H -0.570 0.598 -5.935 0.083
H -0.048 0.148 -4.269 0.051
H -2.595 0.584 -4.450 0.113
H -2.262 2.019 -5.294 0.110
H -1.262 3.114 -3.359 0.148
H -1.449 1.642 -2.354 0.102
H -4.377 0.964 -3.222 0.134
H -5.106 2.092 -2.081 0.146
H -2.792 0.207 -1.416 0.100
H -4.442 0.082 -0.897 0.130
H -2.903 1.065 0.771 0.101
H -4.316 2.107 0.459 0.115
H -1.467 2.601 -0.397 0.089
H -2.476 3.696 0.408 0.114
H -2.369 4.368 -1.947 0.140
H -4.006 4.037 -1.370 0.139
H -4.716 4.017 -3.439 0.113
H -4.170 2.784 -4.639 0.108
H -3.147 4.197 -4.217 0.121
C 1.364 4.330 1.108 -0.096
C 1.050 4.044 2.576 -0.246
C -0.359 4.388 2.995 -0.187
C -0.558 4.186 4.486 -0.118
N -1.736 4.872 5.120 -0.213
C -1.743 6.388 4.936 -0.066
C -1.335 7.028 6.264 -0.117
C -0.887 5.859 7.158 -0.133
C -1.642 4.674 6.615 -0.103
C -3.016 4.297 4.571 -0.141
C -3.257 2.799 4.728 -0.217
C -4.500 2.434 3.924 -0.069
H 0.645 3.867 0.433 0.050
H 2.348 3.915 0.881 0.080
H 1.469 5.392 0.865 0.078
H 1.839 4.461 3.205 0.119
H 1.159 2.954 2.658 0.109
H -1.068 3.740 2.464 0.107
H -0.651 5.398 2.689 0.113
H 0.312 4.571 5.028 0.141
H -0.611 3.133 4.741 0.129
H -2.751 6.679 4.656 0.132
H -1.076 6.590 4.106 0.117
H -2.209 7.505 6.703 0.122
H -0.537 7.752 6.133 0.122
H -1.085 6.038 8.211 0.129
H 0.189 5.721 7.043 0.118
H -2.670 4.542 6.959 0.141
H -1.158 3.729 6.865 0.143
H -3.137 4.675 3.555 0.135
H -3.795 4.823 5.137 0.140
H -3.308 2.529 5.783 0.119
H -2.389 2.257 4.345 0.088
H -4.304 2.555 2.859 0.061
H -5.360 3.035 4.228 0.089
H -4.791 1.406 4.129 0.071
As 1.119 0.342 -0.396 0.719
F 1.488 1.726 -1.366 -0.235
F -0.398 -0.021 -1.182 -0.255
F 0.870 -1.093 0.527 -0.228
F 2.555 0.648 0.485 -0.221
F 0.211 1.274 0.743 -0.241
F 1.966 -0.584 -1.605 -0.241
N 5.630 -0.761 2.086 0.022
C 5.445 -1.783 3.000 -0.125
C 4.594 -2.691 2.430 -0.107
C 4.334 -2.257 1.095 -0.116
C 5.018 -1.091 0.920 -0.160
H 6.117 0.098 2.256 0.146
H 5.930 -1.765 3.959 0.105
H 4.217 -3.602 2.867 0.089
H 3.724 -2.769 0.370 0.067
H 5.126 -0.548 -0.005 0.092
N 3.849 1.246 -2.976 0.002
C 4.678 1.480 -1.917 -0.153
C 5.928 1.762 -2.407 -0.098
C 5.849 1.647 -3.822 -0.112
C 4.546 1.354 -4.145 -0.155
H 2.884 1.045 -2.780 0.088
H 4.289 1.479 -0.913 0.086
H 6.840 1.933 -1.860 0.091
H 6.614 1.833 -4.558 0.092
H 4.077 1.268 -5.110 0.100
N -2.230 -3.534 -5.326 0.021
C -3.072 -3.648 -4.248 -0.116
C -2.604 -2.820 -3.276 -0.096
C -1.399 -2.214 -3.753 -0.133
C -1.232 -2.648 -5.040 -0.154
H -2.377 -4.022 -6.191 0.151
H -3.910 -4.321 -4.306 0.115
H -3.006 -2.645 -2.291 0.078
H -0.838 -1.501 -3.174 0.065
H -0.536 -2.391 -5.825 0.112
C -0.649 -3.820 0.914 -0.098
C -1.652 -3.022 0.383 -0.121
C -2.975 -3.245 0.735 -0.104
C -3.314 -4.359 1.499 -0.089
C -2.322 -5.183 2.004 -0.082
C -0.993 -4.898 1.727 -0.083
H 0.390 -3.516 0.901 0.088
H -1.368 -2.070 -0.053 0.073
H -3.809 -2.638 0.400 0.095
H -4.364 -4.520 1.709 0.106
H -2.609 -6.012 2.638 0.108
H -0.239 -5.496 2.226 0.104
C -1.513 -0.290 2.932 -0.053
C -1.292 -1.254 4.071 -0.148
O -2.510 -2.024 4.279 0.043
C -3.416 -1.471 5.043 -0.405
O -3.412 -0.353 5.483 0.140
C -4.621 -2.413 5.236 -0.563
F -5.081 -2.340 6.481 0.183
F -5.590 -2.009 4.410 0.167
F -4.348 -3.676 4.955 0.183
H -2.452 0.262 2.994 0.062
H -1.586 -0.932 2.054 0.061
H -0.714 0.446 2.864 0.073
H -1.057 -0.794 5.032 0.124
H -0.525 -1.995 3.868 0.131
```

Properties
net charge: +2
orbital gap: 7.49 eV
multiplicity: 1
calculated total energy: -5610.5293 Ha
E_HOMO: -11.08 eV